1.
44
Properties=species:S:1:pos:R:3:nbo_charge:R:1 method="wB97M-V/def2-TZVPD" s_squared=2.06 gap_ha="0.14824 / 0.20766" charge=-2 relative_energy_ev=1.130 e_homo_ev="-0.309 / -2.345" spin_multiplicity=3
Pd -0.047 -0.591 0.233 0.992
Cl 6.273 -3.573 -0.337 -0.083
C 4.896 -2.575 0.098 -0.084
C 5.093 -1.205 0.260 -0.295
C 3.995 -0.424 0.586 -0.125
Cl 4.243 1.282 0.819 -0.037
C 2.696 -0.934 0.793 0.399
O 1.726 -0.159 1.154 -0.715
C 2.541 -2.367 0.622 -0.244
C 1.280 -2.989 0.774 0.221
O 0.180 -2.427 1.113 -0.649
C 3.668 -3.153 0.284 -0.218
H 6.068 -0.755 0.144 0.216
H 1.240 -4.067 0.563 0.120
H 3.544 -4.223 0.171 0.206
Br -2.491 6.449 0.738 0.053
C -1.692 4.786 0.299 -0.160
C -0.974 4.650 -0.907 -0.143
Br -0.795 6.122 -2.080 0.063
C -0.399 3.434 -1.219 -0.211
Br 0.539 3.191 -2.847 0.070
C -0.504 2.291 -0.390 0.396
O 0.025 1.206 -0.778 -0.614
C -1.245 2.424 0.887 0.317
O -1.373 1.479 1.668 -0.523
C -1.821 3.713 1.149 -0.183
Br -2.811 3.841 2.752 0.063
O -3.043 -2.435 -2.067 -0.710
C -1.974 -1.992 -1.640 0.767
O -1.861 -1.135 -0.696 -0.747
C -0.699 -2.494 -2.321 -0.115
C -0.571 -3.849 -2.573 -0.194
C 0.564 -4.383 -3.194 -0.298
C 1.542 -3.495 -3.559 0.269
O 2.733 -3.739 -4.213 -0.512
C 3.282 -2.460 -4.495 0.244
O 2.499 -1.475 -3.850 -0.483
C 1.407 -2.134 -3.333 0.215
C 0.303 -1.596 -2.723 -0.242
H -1.381 -4.504 -2.280 0.222
H 0.661 -5.444 -3.386 0.206
H 3.261 -2.284 -5.583 0.127
H 4.313 -2.414 -4.138 0.160
H 0.195 -0.524 -2.622 0.256


2.
11
Properties=species:S:1:pos:R:3:nbo_charge:R:1 method="wB97M-V/def2-TZVPD" gap_ha=0.34728 charge=+1 relative_energy_ev=5.043 e_homo_ev=-15.513 spin_multiplicity=1
N 1.477 0.462 1.159 -0.578
N 0.333 0.622 0.567 -0.266
C -0.149 -0.142 -0.339 0.577
O 0.574 -1.390 -0.826 -0.631
N -1.572 -0.050 -0.927 0.546
O -2.073 0.967 -0.685 -0.283
O -1.948 -1.001 -1.508 -0.284
H 1.763 1.276 1.732 0.426
H 1.908 -0.449 1.444 0.455
H -0.074 1.653 0.621 0.495
H -0.239 -1.947 -1.238 0.542


3.
18
Properties=species:S:1:pos:R:3:nbo_charge:R:1 method="wB97M-V/def2-TZVPD" gap_ha=0.20343 charge=+1 relative_energy_ev=4.324 e_homo_ev=-13.650 spin_multiplicity=1
N -1.125 -2.602 0.745 -0.721
C -0.552 -1.200 0.180 0.708
N 0.827 -1.482 0.036 -0.856
N -1.087 -0.784 -1.035 -0.729
H -1.944 -2.342 1.309 0.398
H -1.542 -2.835 -0.165 0.395
H 1.147 -1.838 0.938 0.416
H 0.812 -2.314 -0.564 0.439
H -1.579 0.110 -0.932 0.454
H -0.289 -0.645 -1.661 0.419
N 1.436 2.214 -0.771 -0.842
C 0.339 2.376 0.055 0.747
N 0.227 1.412 1.034 -0.819
O -0.383 3.343 -0.020 -0.574
H 2.128 1.538 -0.494 0.391
H 1.785 3.082 -1.145 0.423
H -0.492 1.524 1.735 0.411
H 0.292 0.442 0.755 0.341


4.
9
Properties=species:S:1:pos:R:3:nbo_charge:R:1 method="wB97M-V/def2-TZVPD" smiles="O=C(NBr)C(Cl)Cl" gap_ha=0.36071 charge=0 relative_energy_ev=0.716 e_homo_ev=-10.162 spin_multiplicity=1
O -1.652 -0.199 0.876 -0.538
C -0.647 -0.265 0.322 0.668
N 0.275 -1.246 0.327 -0.716
Br 0.258 -2.681 1.544 0.260
C -0.063 1.023 -0.553 -0.356
Cl 0.900 0.528 -1.849 0.043
Cl 0.782 2.241 0.483 -0.026
H 1.069 -1.054 -0.260 0.415
H -0.921 1.653 -0.888 0.250


5.
18
Properties=species:S:1:pos:R:3:nbo_charge:R:1 method="wB97M-V/def2-TZVPD" smiles="CC1=C[NH+]=C=[S@](C)(=O)N1I" gap_ha="0.24784 / 0.24790" charge=+1 relative_energy_ev=5.499 e_homo_ev="-12.688 / -12.690" spin_multiplicity=1
C -0.472 -2.589 0.634 -0.685
C -0.231 -1.174 0.217 0.242
C 1.171 -0.702 0.284 -0.192
N 1.872 0.498 0.467 -0.546
C 1.440 1.703 0.748 0.105
S -0.432 1.524 0.191 1.581
C -0.278 2.291 -1.393 -0.844
O -1.502 2.161 0.845 -0.836
N -1.318 -0.431 -0.253 -0.708
I -3.114 -0.525 0.406 0.594
H 0.422 -3.204 0.844 0.257
H -1.102 -2.416 1.501 0.250
H -0.891 -3.252 -0.088 0.258
H 1.933 -1.586 0.429 0.247
H 2.891 0.508 0.365 0.458
H -1.066 2.232 -2.089 0.288
H 0.488 1.736 -1.864 0.250
H 0.188 3.226 -1.244 0.280


6.
14
Properties=species:S:1:pos:R:3:nbo_charge:R:1 method="wB97M-V/def2-TZVPD" smiles="C=C=C.CC=O" gap_ha=0.39679 charge=0 relative_energy_ev=2.547 e_homo_ev=-9.779 spin_multiplicity=1
C -2.014 0.658 -0.489 -0.506
C -0.987 0.392 -1.232 0.086
C 0.030 0.131 -1.989 -0.477
H -1.935 0.924 0.556 0.216
H -3.013 0.650 -0.900 0.224
H 0.406 -0.865 -2.149 0.230
H 0.528 0.926 -2.529 0.231
C 0.807 -0.087 1.778 -0.727
C 1.226 -0.774 0.516 0.458
O 2.210 -0.508 -0.114 -0.533
H -0.271 -0.106 1.897 0.221
H 1.185 0.932 1.804 0.235
H 1.251 -0.641 2.606 0.243
H 0.579 -1.633 0.244 0.100


7.
154
Properties=species:S:1:pos:R:3:lowdin_charge:R:1 method="wB97M-V/def2-TZVPD" gap_ha=0.28225 charge=+1 e_homo_ev=-10.968 spin_multiplicity=1
C 5.715 -0.236 1.614 -0.076
O 4.928 0.268 0.547 -0.162
C 3.646 0.665 0.951 -0.239
N 2.658 0.732 -0.096 -0.006
C 1.563 1.541 0.447 -0.100
C 0.112 1.572 -0.128 -0.222
C -0.717 1.930 1.161 -0.098
C -0.150 3.191 1.925 -0.126
C -1.196 3.666 2.957 -0.191
F -2.316 4.251 2.410 -0.043
C -0.194 2.800 -1.039 -0.091
C -1.449 3.700 -0.915 -0.068
C -2.872 3.153 -1.077 -0.383
O -3.383 2.852 -2.128 0.122
N -3.732 3.235 0.102 0.075
C -4.296 1.991 0.537 -0.263
C -4.309 1.770 1.920 -0.034
C -4.791 0.589 2.438 -0.081
C -5.279 -0.434 1.634 -0.079
C -5.308 -0.210 0.273 -0.091
C -4.827 0.985 -0.246 -0.049
N -0.132 0.135 -0.652 0.073
C -0.517 -0.852 0.435 -0.125
C 0.034 -1.104 1.833 -0.740
O 0.787 -0.572 2.575 0.001
I -0.977 -2.801 2.820 0.923
B -1.400 0.060 -1.595 -0.502
C -2.558 -1.041 -1.655 0.037
O -1.552 0.895 -2.645 0.177
C 1.016 -0.314 -1.555 -0.219
O 1.114 0.594 -2.579 0.011
C 2.022 1.489 -2.879 -0.252
N 2.931 2.226 -2.847 0.246
S 0.558 -1.770 -2.730 0.754
O -0.103 -1.295 -3.911 -0.197
O 1.769 -2.363 -3.195 -0.207
F -0.284 -2.930 -2.102 -0.096
C 2.402 -0.543 -0.829 -0.321
C 2.584 -1.724 0.123 -0.042
C 2.089 -3.124 -0.354 -0.278
C 2.016 -4.161 0.781 0.012
O 0.832 -3.528 0.143 -0.197
N 3.364 -0.558 -1.888 0.125
C 4.487 -1.104 -2.053 -0.316
C 4.909 -2.587 -2.038 -0.003
C 5.667 -0.199 -2.440 -0.021
H 6.531 -0.831 1.183 0.094
H 6.192 0.618 2.121 0.100
H 5.160 -0.887 2.305 0.093
H 3.342 0.114 1.871 0.128
H 3.757 1.707 1.327 0.154
H 1.498 1.291 1.524 0.099
H 1.937 2.577 0.485 0.141
H -1.805 1.967 1.017 0.106
H -0.605 1.228 2.000 0.107
H 0.173 4.004 1.268 0.108
H 0.733 2.905 2.512 0.125
H -1.421 2.869 3.684 0.127
H -0.711 4.456 3.555 0.128
H -0.094 2.664 -2.122 0.112
H 0.635 3.505 -0.867 0.133
H -1.366 4.439 -1.733 0.144
H -1.470 4.368 -0.044 0.088
H -4.467 3.914 -0.078 0.149
H -3.946 2.510 2.629 0.107
H -4.787 0.448 3.518 0.111
H -5.625 -1.377 2.049 0.110
H -5.679 -0.967 -0.417 0.115
H -4.838 1.104 -1.329 0.111
H -1.555 -0.595 0.708 0.129
H -0.553 -1.854 -0.017 0.094
H -3.538 -0.588 -1.837 0.069
H -2.359 -1.634 -2.564 0.086
H -2.686 -1.724 -0.809 0.077
H -1.734 0.431 -3.472 0.145
H 3.644 -1.971 0.285 0.125
H 2.259 -1.678 1.167 0.101
H 2.422 -3.500 -1.322 0.115
H 2.131 -3.807 1.802 0.106
H 1.958 -5.195 0.457 0.117
H 5.040 -2.972 -1.018 0.087
H 5.850 -2.733 -2.577 0.084
H 4.148 -3.141 -2.606 0.076
H 5.332 0.845 -2.396 0.068
H 6.486 -0.301 -1.719 0.087
H 5.984 -0.371 -3.479 0.091
C 0.807 -8.959 0.189 -0.078
O 1.410 -8.113 1.172 -0.218
P 1.982 -8.784 2.493 0.340
O 3.060 -9.752 2.301 -0.218
O 0.697 -9.343 3.253 -0.211
C 0.270 -10.691 3.019 -0.079
O 2.361 -7.504 3.337 -0.214
C 2.636 -7.701 4.729 -0.087
H 0.972 -8.518 -0.792 0.095
H 1.238 -9.960 0.202 0.097
H -0.267 -9.017 0.374 0.054
H 1.053 -11.292 2.555 0.088
H -0.611 -10.682 2.377 0.056
H 0.006 -11.138 3.975 0.095
H 3.254 -8.587 4.883 0.093
H 1.699 -7.805 5.277 0.088
H 3.167 -6.827 5.096 0.088
C -0.589 7.436 1.044 -0.086
O 0.775 7.187 1.348 -0.214
P 1.473 8.050 2.486 0.338
O 0.894 7.918 3.824 -0.227
O 1.519 9.535 1.909 -0.213
C 0.440 10.434 2.196 -0.087
O 2.973 7.585 2.357 -0.206
C 3.963 8.373 3.028 -0.084
H -1.049 6.508 0.710 0.068
H -1.133 7.802 1.917 0.094
H -0.654 8.169 0.238 0.091
H -0.169 10.089 3.031 0.085
H -0.185 10.539 1.309 0.086
H 0.860 11.405 2.447 0.091
H 3.627 8.654 4.027 0.092
H 4.175 9.269 2.445 0.089
H 4.870 7.780 3.110 0.090
C -3.216 7.660 -4.063 -0.094
O -2.080 8.120 -3.332 -0.216
P -1.350 9.441 -3.825 0.336
O -2.163 10.656 -3.820 -0.220
O -0.722 9.057 -5.241 -0.214
C -1.480 9.298 -6.432 -0.093
O -0.093 9.461 -2.873 -0.211
C 0.973 10.355 -3.215 -0.083
H -3.889 7.157 -3.372 0.087
H -3.750 8.484 -4.538 0.090
H -2.891 6.946 -4.821 0.089
H -2.301 9.994 -6.260 0.085
H -1.876 8.352 -6.803 0.084
H -0.815 9.720 -7.183 0.091
H 0.585 11.326 -3.526 0.092
H 1.570 9.923 -4.018 0.089
H 1.600 10.485 -2.337 0.088
C -3.250 -12.558 0.437 -0.080
O -2.644 -11.436 1.082 -0.214
P -3.246 -9.997 0.822 0.345
O -4.634 -9.801 1.237 -0.214
O -2.958 -9.690 -0.719 -0.216
C -3.950 -10.025 -1.696 -0.091
O -2.175 -9.098 1.557 -0.238
C -2.208 -7.693 1.298 -0.084
H -3.133 -13.427 1.079 0.094
H -4.314 -12.392 0.257 0.091
H -2.741 -12.747 -0.509 0.091
H -4.928 -10.193 -1.243 0.086
H -3.640 -10.923 -2.231 0.087
H -4.028 -9.202 -2.403 0.089
H -3.233 -7.317 1.297 0.094
H -1.739 -7.486 0.335 0.084
H -1.644 -7.191 2.081 0.095


8.
22
Properties=species:S:1:pos:R:3:nbo_charge:R:1 method="wB97M-V/def2-TZVPD" gap_ha=0.41899 charge=+1 relative_energy_ev=0.000 e_homo_ev=-14.178 spin_multiplicity=1
O -0.905 1.754 1.153 -0.521
C -1.013 0.568 1.302 0.440
C -0.304 -0.405 0.405 -0.340
N 0.421 0.276 -0.694 -0.743
H -1.715 0.099 2.001 0.148
H 0.402 -1.051 0.902 0.249
H -1.040 -1.052 -0.073 0.263
H -0.236 0.804 -1.335 0.460
H 1.021 1.008 -0.265 0.457
H 1.013 -0.324 -1.289 0.462
H 1.871 1.865 1.773 0.493
H 2.562 2.598 0.640 0.496
O 2.248 1.719 0.896 -0.954
H -2.119 -2.278 2.682 0.474
H -1.060 -3.229 2.285 0.477
O -1.727 -2.655 1.881 -0.945
H -1.576 2.609 -1.141 0.502
H -1.418 2.199 -2.581 0.494
O -1.562 1.816 -1.703 -0.944
H 2.430 -1.810 -2.456 0.497
H 1.220 -2.712 -2.119 0.500
O 1.486 -1.797 -2.264 -0.968


Values of E, in order: -346982.1528; -11701.2601; -11724.2914; -100730.1931; -29263.9204; -7359.7084; -161500.0492; -14022.9377, all in eV.